# 1
DFT (ωB97M-V/def2-TZVPD) results for a 2-piece molecular cluster, C6H12N4 overall.

XYZ file:
```
22
Properties=species:S:1:pos:R:3:mulliken_charge:R:1
C -3.20949 -0.43565 -0.03771 -0.40
C -1.99761 -1.05625 -0.31202 -0.13
C -1.76299 1.11856 0.11284 -0.05
C 1.02215 1.19798 1.06163 -1.08
C 2.02090 0.80701 -1.08576 -0.63
C 1.07758 -2.16843 0.32868 -1.02
N -3.02574 0.87101 0.24718 -0.69
N -1.09091 -0.06947 -0.19164 0.55
N 0.86680 0.81899 -0.33857 0.22
N 0.14915 -0.21812 -0.60148 -0.86
H -4.23708 -0.84195 -0.22004 0.34
H -1.83229 -2.14795 -0.38256 0.35
H -1.23673 2.06944 0.07360 0.48
H 0.07315 1.42055 1.65084 0.35
H 1.65015 0.45032 1.55310 0.34
H 1.37081 2.26844 1.00982 0.43
H 2.68177 -0.18977 -1.00176 0.21
H 1.58190 0.98099 -2.06815 0.30
H 2.58734 1.72126 -0.65871 0.25
H 0.79326 -2.60582 -0.59391 0.34
H 2.04281 -1.65754 0.29979 0.34
H 0.47507 -2.33356 1.15484 0.34
```

Calculated values
**Strongest force on any atom**: 3.48 eV/Å
**HOMO-LUMO gap (alpha / beta)**: 0.293 / 0.291 hartree
**Energy relative to the best compared isomer or geometry (same formula, charge and spin)**: 135.9 kcal per mole
**Lowest unoccupied orbital energy (alpha / beta)**: 0.45 / 0.02 eV


# 2
DFT (ωB97M-V/def2-TZVPD) results for a 2-piece molecular cluster, C2H7OP overall.

XYZ file:
```
11
Properties=species:S:1:pos:R:3:mulliken_charge:R:1
C -1.26240 0.09284 -0.11208 -1.04
C -0.06285 -0.67208 0.23712 -0.26
O 2.67343 -0.20178 -0.09963 -0.61
P 1.36761 0.38998 0.09650 0.35
H -1.17674 0.83905 -1.05031 0.32
H -2.07887 -0.55207 -0.45345 0.31
H -1.55667 0.64181 0.82122 0.29
H 0.02901 -1.77609 -0.81530 0.26
H -0.23283 -1.22916 1.23877 0.29
H 0.90118 1.18667 -1.02296 0.03
H 1.39912 1.28084 1.16013 0.07
```

Calculated values
**Strongest force on any atom**: 4.94 eV/Å
**HOMO-LUMO gap**: 0.404 hartree
**Energy relative to the best compared isomer or geometry (same formula, charge and spin)**: 42.1 kcal per mole
**Lowest unoccupied orbital energy**: 0.66 eV


# 3
DFT (ωB97M-V/def2-TZVPD) results for C27H29N3O2S in the gas phase.

XYZ file:
```
62
Properties=species:S:1:pos:R:3:mulliken_charge:R:1
O -1.71390 9.46493 1.89742 -0.57
N -0.57690 9.09158 2.26011 0.91
O 0.45262 9.73639 1.96781 -0.57
C -0.45285 7.86296 3.00230 -0.04
C 0.83076 7.35507 3.30414 -0.47
C 0.97200 5.99876 3.55281 -0.33
C -0.16815 5.14048 3.60681 0.18
S -0.03343 3.46183 3.99038 -0.18
C -0.04113 1.89837 2.57408 0.02
C 1.21424 1.11422 2.62072 0.39
C 1.27141 -0.07774 1.87095 -0.79
C 2.48222 -0.73530 1.69939 -0.88
C 3.60393 -0.34491 2.48433 1.23
N 4.73775 -1.10898 2.51007 0.13
C 5.59988 -1.13650 3.66703 -0.58
C 6.79143 -2.02352 3.28632 -0.54
C 6.71105 -2.18197 1.75663 -0.50
C 5.34778 -1.59800 1.29794 -0.57
C 3.51647 0.81397 3.29820 -0.75
C 2.35557 1.58480 3.29043 -0.71
C -1.30816 1.12984 2.69398 0.44
C -2.42707 1.72628 2.08634 -0.95
C -3.56723 0.98123 1.83299 -0.73
C -3.75074 -0.23678 2.54218 1.26
N -4.98122 -0.81531 2.56016 0.14
C -5.54393 -1.54625 3.68402 -0.59
C -6.99333 -1.85250 3.24775 -0.50
C -7.12181 -1.45819 1.76777 -0.62
C -5.87595 -0.63140 1.44675 -0.61
C -2.68561 -0.76705 3.32105 -1.00
C -1.44186 -0.14284 3.31482 -0.29
C -1.46002 5.72807 3.47531 -0.31
C -1.60750 7.08175 3.22626 -0.48
H 1.66841 8.05886 3.30237 0.42
H 1.95166 5.55265 3.70646 0.37
H -0.07062 2.68613 1.76652 0.42
H 0.36350 -0.49228 1.41265 0.41
H 2.52231 -1.59371 1.02336 0.23
H 5.92278 -0.11095 3.92235 0.24
H 5.05241 -1.51066 4.54301 0.29
H 7.74726 -1.61343 3.63631 0.31
H 6.66276 -2.98798 3.79204 0.26
H 7.54656 -1.64686 1.28275 0.28
H 6.78400 -3.23824 1.47240 0.28
H 4.65616 -2.30037 0.80095 0.21
H 5.46344 -0.76058 0.56785 0.29
H 4.39419 1.14840 3.86435 0.19
H 2.34122 2.53193 3.84655 0.25
H -2.34841 2.76610 1.74660 0.33
H -4.33561 1.38401 1.16651 0.24
H -5.50929 -0.95849 4.63171 0.26
H -4.95239 -2.45461 3.90222 0.26
H -7.69250 -1.25509 3.84525 0.28
H -7.23841 -2.90644 3.40496 0.30
H -7.11053 -2.33147 1.10795 0.28
H -8.02510 -0.88599 1.54014 0.31
H -5.37440 -0.94389 0.51889 0.35
H -6.11138 0.43638 1.30640 0.26
H -2.81174 -1.72260 3.83495 0.23
H -0.57992 -0.66632 3.75684 0.47
H -2.31923 5.06922 3.56913 0.45
H -2.58038 7.57621 3.16568 0.42
```

Calculated values
**SMILES**: O=[N+]([O-])c1ccc(SC(c2ccc(N3CCCC3)cc2)c2ccc(N3CCCC3)cc2)cc1
**Strongest force on any atom**: 2.96 eV/Å
**HOMO-LUMO gap**: 0.232 hartree
**Lowest unoccupied orbital energy**: -0.99 eV


# 4
DFT (ωB97M-V/def2-TZVPD) results for a 2-piece molecular cluster, C5H15NO overall.

XYZ file:
```
22
Properties=species:S:1:pos:R:3:mulliken_charge:R:1
C -1.98673 -0.83081 1.87055 -1.11
C -1.44774 -1.60275 0.68851 -0.33
C -0.74113 -0.73382 -0.34722 -0.85
N 0.55414 -0.23478 0.06468 -0.17
C 0.76286 1.06061 0.68981 -0.22
C 2.23671 1.44650 0.63263 -1.20
H -1.20750 -0.23832 2.36657 0.21
H -2.76769 -0.11730 1.62562 0.30
H -2.35965 -1.47947 2.67115 0.37
H -2.24078 -2.21307 0.26429 0.33
H -0.77533 -2.37012 1.08466 0.28
H -0.60476 -1.31202 -1.27012 0.32
H -1.38111 0.10684 -0.58470 0.39
H 1.17272 -0.95295 0.44025 0.23
H 0.46363 1.07058 1.75094 0.19
H 0.15493 1.79249 0.16873 0.30
H 2.36187 2.44186 1.02634 0.39
H 2.61535 1.45697 -0.39389 0.26
H 2.80863 0.74466 1.22440 0.34
O 0.46258 0.68864 -3.17485 -0.66
H 1.41897 0.59961 -3.09610 0.33
H 0.17937 0.91784 -2.26878 0.31
```

Calculated values
**SMILES**: CCCNCC.O
**Strongest force on any atom**: 1.11 eV/Å
**HOMO-LUMO gap**: 0.349 hartree
**Energy relative to the best compared isomer or geometry (same formula, charge and spin)**: 17.7 kcal per mole
**Lowest unoccupied orbital energy**: 0.99 eV


# 5
DFT (ωB97M-V/def2-TZVPD) results for C13H16N2O5S2 in the gas phase.

XYZ file:
```
38
Properties=species:S:1:pos:R:3:mulliken_charge:R:1
C -2.93242 -3.46587 -0.59716 -0.95
S -1.88035 -2.03196 -0.20426 0.12
C -3.11728 -0.85536 0.09977 0.30
N -4.37930 -1.25377 -0.01442 -0.42
C -5.34412 -0.38456 0.20626 -0.33
C -5.12418 0.94249 0.55439 -0.65
C -3.81494 1.37195 0.67772 -0.31
C -2.78074 0.46914 0.45211 -0.41
C -1.36788 0.82937 0.55179 1.05
O -0.46892 0.03389 0.36031 -0.52
O -1.15150 2.10880 0.87155 -0.28
C 0.21670 2.49741 0.93458 -0.51
C 0.95746 1.98797 -0.31296 0.61
O 0.56584 2.24114 -1.42944 -0.70
N 2.08645 1.29263 -0.04419 -0.01
C 2.65921 0.42815 -1.05781 -0.32
C 4.18453 0.60989 -1.15111 -0.87
C 4.82468 0.00730 0.08775 -0.75
S 3.56377 -1.16132 0.73479 1.18
O 4.10401 -2.48298 0.87594 -0.72
O 2.97427 -0.55797 1.90625 -0.70
C 2.40445 -1.01496 -0.66016 -0.52
H -2.25793 -4.28958 -0.80429 0.38
H -3.54122 -3.23897 -1.46485 0.30
H -3.56455 -3.69155 0.25388 0.31
H -6.34656 -0.77772 0.09614 0.39
H -5.95149 1.61272 0.72139 0.41
H -3.57741 2.39031 0.94361 0.49
H 0.20423 3.58872 0.95031 0.29
H 0.67134 2.10229 1.84853 0.31
H 2.23919 0.95753 0.90299 0.30
H 2.17888 0.69574 -2.00513 0.58
H 4.53454 0.09750 -2.04808 0.37
H 4.42122 1.66926 -1.24999 0.37
H 5.00463 0.73626 0.87121 0.32
H 5.72895 -0.55465 -0.11628 0.45
H 2.69067 -1.73175 -1.42175 0.41
H 1.38570 -1.17749 -0.31941 0.04
```

Calculated values
**SMILES**: CSc1ncccc1C(=O)OCC(=O)N[C@H]1CCS(=O)(=O)C1
**Strongest force on any atom**: 1.09 eV/Å
**HOMO-LUMO gap**: 0.316 hartree
**Lowest unoccupied orbital energy**: 0.12 eV


# 6
DFT (ωB97M-V/def2-TZVPD) results for C5H15IN3P as an isolated structure.

XYZ file:
```
25
Properties=species:S:1:pos:R:3:mulliken_charge:R:1
C 0.37600 0.09497 -2.15178 -0.95
C 1.09950 2.27444 -1.12276 -1.07
C -2.50587 -0.69133 0.14772 -1.03
C -0.46366 -2.18535 0.44862 -0.86
C 2.09925 -0.36877 1.76601 -1.07
N -0.85618 1.78752 1.10304 -0.74
N 0.33160 1.04393 -0.99012 0.30
N -1.05030 -0.89006 0.14696 0.30
P -0.19190 0.55792 0.40542 0.34
I -1.32771 1.58773 3.16309 0.02
H 0.54594 -1.00375 -1.80274 0.24
H -0.47129 0.22691 -2.90173 0.23
H 1.23537 0.30780 -2.70897 0.53
H 2.23876 2.33163 -0.84084 0.27
H 1.11153 2.65821 -2.18202 0.38
H 0.64014 3.08183 -0.52479 0.39
H -2.83033 -1.02139 1.18312 0.32
H -2.70083 0.38128 0.03265 0.39
H -3.03900 -1.31142 -0.61789 0.27
H 0.66242 -1.99925 0.32769 0.21
H -0.97010 -2.67905 1.43993 0.19
H -0.95853 -2.82150 -0.32905 0.37
H 2.71121 -1.04593 1.19693 0.36
H 2.66084 0.51419 2.10649 0.34
H 1.65314 -0.83057 2.70503 0.27
```

Calculated values
**Strongest force on any atom**: 4.87 eV/Å
**HOMO-LUMO gap (alpha / beta)**: 0.291 / 0.291 hartree
**Energy relative to the best compared isomer or geometry (same formula, charge and spin)**: 91.3 kcal per mole
**Lowest unoccupied orbital energy (alpha / beta)**: 0.14 / 0.14 eV


# 7
DFT (ωB97M-V/def2-TZVPD) results for C2H4N2O2 in the gas phase.

XYZ file:
```
10
Properties=species:S:1:pos:R:3:mulliken_charge:R:1
N -1.67772 0.08205 -0.69429 -0.54
C -0.48049 0.52561 -0.10750 0.56
O -0.23880 1.67161 0.20346 -0.55
N 0.39222 -0.52989 0.14869 -0.15
C 1.64069 -0.34627 0.72302 0.06
O 2.32356 -1.26346 1.11049 -0.52
H -1.55873 -0.20670 -1.66371 0.25
H -2.36073 0.83045 -0.64240 0.28
H 0.03682 -1.47780 0.14689 0.28
H 1.92318 0.71439 0.77536 0.33
```

Calculated values
**SMILES**: NC(=O)NC=O
**Strongest force on any atom**: 0.57 eV/Å
**HOMO-LUMO gap**: 0.406 hartree
**Energy relative to the best compared isomer or geometry (same formula, charge and spin)**: 8.4 kcal per mole
**Lowest unoccupied orbital energy**: 0.65 eV


Repeat the seventh record exactly.
DFT (ωB97M-V/def2-TZVPD) results for C2H4N2O2 in the gas phase.

XYZ file:
```
10
Properties=species:S:1:pos:R:3:mulliken_charge:R:1
N -1.67772 0.08205 -0.69429 -0.54
C -0.48049 0.52561 -0.10750 0.56
O -0.23880 1.67161 0.20346 -0.55
N 0.39222 -0.52989 0.14869 -0.15
C 1.64069 -0.34627 0.72302 0.06
O 2.32356 -1.26346 1.11049 -0.52
H -1.55873 -0.20670 -1.66371 0.25
H -2.36073 0.83045 -0.64240 0.28
H 0.03682 -1.47780 0.14689 0.28
H 1.92318 0.71439 0.77536 0.33
```

Calculated values
**SMILES**: NC(=O)NC=O
**Strongest force on any atom**: 0.57 eV/Å
**HOMO-LUMO gap**: 0.406 hartree
**Energy relative to the best compared isomer or geometry (same formula, charge and spin)**: 8.4 kcal per mole
**Lowest unoccupied orbital energy**: 0.65 eV


The lowest strongest force on any atom belongs to which entry? C2H4N2O2


Among the records above, which one has the lowest strongest force on any atom? C2H4N2O2


What is the formula in the fourth record? C5H15NO